Model A:
The following is a DFT calculation (ωB97M-V/def2-TZVPD) of C4H9NO2S in the gas phase.

## Properties
* SMILES: C[C@@H](S)[C@H](N)C(=O)O

```
! wB97M-V def2-TZVPD RIJCOSX def2/J DEFGRID3
* xyz 0 1
C -2.6096 0.2716 -0.5144
C 0.8969 -0.1479 -1.1064
C -1.2298 0.2813 0.3347
C -0.2574 -0.7182 -0.2837
N -1.5893 0.0855 1.6884
O -3.1419 1.4590 -0.7755
O -3.1978 -0.7198 -0.7483
S 0.4260 -1.8933 0.9640
H 1.3121 0.7470 -0.6265
H 1.5883 -0.8994 -1.4326
H 0.4700 0.2162 -2.1092
H -0.7193 1.3450 0.3122
H -0.7608 -1.3753 -0.9433
H -2.3067 -0.6222 1.7007
H -2.7241 2.2249 -0.2892
H -0.7633 -0.2786 2.1716
H -0.6624 -2.6248 0.8349
*
```

natural (NBO) population analysis, charges in e, atoms 1 to 8:
1 C 0.802
2 C -0.618
3 C -0.151
4 C -0.336
5 N -0.829
6 O -0.676
7 O -0.567
8 S -0.058

Model B:
The following is a DFT calculation (ωB97M-V/def2-TZVPD) of C4H9NO2S as an isolated structure.

```
! wB97M-V def2-TZVPD RIJCOSX def2/J DEFGRID3
* xyz 0 1
C -1.0034 -0.4411 1.2893
C -1.8798 0.2791 0.4704
C 1.2577 0.4741 -0.9728
C 2.3257 1.1405 -0.2548
N -2.6547 -0.3892 -0.4195
O 1.6436 -1.5095 0.7839
O -0.0555 -1.8864 -0.9373
S 0.7371 -0.9340 -0.1645
H -0.3213 0.0572 2.0444
H -1.1658 -1.5089 1.4423
H -2.0064 1.3004 0.4255
H 0.6839 1.1150 -1.6539
H 2.9330 1.6042 -1.0609
H 3.0702 0.3954 0.0959
H 2.0552 1.8858 0.5792
H -2.9950 -0.0857 -1.3092
H -2.6245 -1.4969 -0.3581
*
```

natural (NBO) population analysis, charges in e, atoms 1 to 8:
1 C -0.673
2 C 0.137
3 C -0.682
4 C -0.663
5 N -0.755
6 O -0.905
7 O -0.938
8 S 2.068

The most stable arrangement is model A, and the next structure is 81.7 kcal/mol less stable.

Model A:
The following is a DFT calculation (ωB97M-V/def2-TZVPD) of C2H4O3 in the gas phase.

```
! wB97M-V def2-TZVPD RIJCOSX def2/J DEFGRID3
* xyz 0 1
C 1.8472 0.0121 -0.3667
C -0.2824 -0.4990 0.2490
O 0.6985 -0.4180 -0.6303
O -2.3117 0.5608 -0.1892
O -1.5087 -0.7058 -0.2034
H 2.5435 0.0045 -1.1087
H 2.0010 0.7159 0.6027
H -0.1003 0.1029 1.0869
H -2.8871 0.2267 0.5597
*
```

natural (NBO) population analysis, charges in e, atoms 1 to 8:
1 C -0.048
2 C 0.329
3 O -0.371
4 O -0.480
5 O -0.311
6 H 0.165
7 H 0.136
8 H 0.120

Model B:
The following is a DFT calculation (ωB97M-V/def2-TZVPD) of a 2-piece molecular cluster, C2H4O3 overall.

```
! wB97M-V def2-TZVPD RIJCOSX def2/J DEFGRID3
* xyz 0 1
C 0.5546 0.1927 0.6217
C -0.8322 -1.6169 0.0441
O 1.7817 -0.3727 1.1273
O 1.6755 0.8128 0.3234
O -0.2972 -0.4416 -0.0930
H -0.2277 2.3769 -1.0268
H -0.4891 -2.4094 0.7021
H -1.7939 -1.6360 -0.4419
H -0.3718 3.0942 -1.2569
*
```

natural (NBO) population analysis, charges in e, atoms 1 to 8:
1 C 0.648
2 C -0.054
3 O -0.277
4 O -0.242
5 O -0.417
6 H -0.017
7 H 0.178
8 H 0.169

Model C:
The following is a DFT calculation (ωB97M-V/def2-TZVPD) of a 2-piece molecular cluster, C2H4O3 overall.

## Properties
* SMILES: O=C=O.CO

```
! wB97M-V def2-TZVPD RIJCOSX def2/J DEFGRID3
* xyz 0 1
C 2.2358 -0.1620 -0.0694
C -1.1276 0.5118 0.1008
O 1.7033 -1.1504 -0.1760
O 2.7698 0.8185 0.1100
O -1.4869 -0.8768 0.1626
H -0.5417 0.5432 -0.8402
H -0.5698 1.0163 0.9522
H -2.0951 0.8921 -0.1751
H -0.8878 -1.5926 -0.0648
*
```

natural (NBO) population analysis, charges in e, atoms 1 to 8:
1 C 1.021
2 C -0.254
3 O -0.519
4 O -0.503
5 O -0.763
6 H 0.161
7 H 0.173
8 H 0.199

The most stable arrangement is model C, and the next structure is 155.4 kcal/mol less stable.